C30H37BrCoN7OS | ωB97M-V/def2-TZVPD

Element x y z (Å)
C  -2.5925  3.2593  0.4289
C  2.3358  0.4505  0.0525
H  4.1511  1.5587  -0.2545
N  -3.2708  -1.4827  0.9979
H  -1.8955  -3.8808  -3.9355
O  5.0019  1.5817  2.2123
H  -1.2365  2.8427  5.0152
H  1.9487  -5.6557  -0.0622
Br  1.9546  0.5362  -1.8047
C  -3.4347  -3.1970  -0.6539
H  -3.1463  -1.2062  3.0419
C  -3.9002  -1.1717  2.2580
H  1.8627  -5.8436  -4.3328
H  3.3072  0.0777  3.6716
C  1.5786  -5.3574  -3.4056
H  -0.7817  -0.1438  2.9243
H  -1.8637  2.3328  -2.0809
H  -4.3504  -0.1696  2.2281
H  -4.3219  -1.2130  -0.8055
C  1.6292  -5.2493  -1.0151
C  3.5152  1.0482  0.4531
H  -4.0677  -4.0905  -0.6500
C  -2.0174  -2.2007  0.9399
N  -2.6087  2.4774  2.7026
N  -1.1227  0.7604  3.2663
N  1.4996  -0.2250  0.8379
C  -4.1529  -1.9834  -0.0448
H  -0.6636  0.4699  5.2537
H  -4.3564  2.7174  1.5403
H  5.1367  1.3576  3.1389
H  1.2774  -0.9662  2.7356
H  -0.5478  0.1326  -3.3885
H  -3.4694  -0.7578  -6.3985
H  -3.1636  3.7691  -0.3497
H  0.5656  -3.7628  -4.4008
H  -4.6936  -1.8949  2.5112
H  -4.0018  1.8648  4.1711
H  -0.4342  2.3956  -1.0194
C  1.9100  -0.3487  2.1099
H  0.6304  -3.5636  -0.1317
C  -0.3673  -2.2931  -2.2601
H  -2.0327  0.8801  -5.2172
C  -3.3817  3.1982  1.7174
N  -2.2927  -3.3999  0.2236
C  -2.8054  -1.0826  -5.6064
H  -3.1876  1.3213  -0.2742
C  -1.5324  0.7447  4.6519
H  -1.1065  0.8254  -1.4892
H  -3.4544  3.5427  4.2522
H  -2.3097  -0.0102  4.8384
C  -2.2533  1.8390  -0.0091
C  -1.1828  -0.5791  -3.8991
H  -1.4841  -3.8086  -0.2165
C  -2.0074  -0.1661  -4.9323
H  -5.1238  -2.2636  0.3810
C  -2.7412  -2.4215  -5.2465
S  -0.9692  -2.3416  2.3377
C  0.8328  -4.1908  -3.4440
H  -3.3470  -3.1510  -5.7731
H  2.5472  -6.8243  -2.1661
Co  -0.5776  -0.9193  0.4137
C  -1.1333  -1.9158  -3.4969
C  3.8712  0.9633  1.7875
H  -2.4618  2.0876  6.0587
C  -3.1230  2.5195  4.0551
N  -1.6069  1.0789  1.0526
H  -3.5809  4.2001  2.1108
C  -1.3588  1.8549  -1.2361
H  -1.6622  3.8086  0.6016
H  -3.1398  -2.9865  -1.6803
C  0.8833  -4.0844  -1.0504
C  3.0485  0.2211  2.6287
C  1.9720  -5.9064  -2.1920
C  -2.0496  2.1137  5.0483
C  -1.9165  -2.8333  -4.2102
C  0.4383  -3.5407  -2.2636
C  -1.8090  1.4185  2.2836
N  -0.3935  -1.5226  -1.2428

Force components x, y, z for each atom (eV/Å):
-0.1 -0.2 0.1
-0.3 -0.4 -0.1
0.0 0.0 0.0
-0.4 -0.3 0.2
0.0 0.0 0.0
0.0 -0.1 0.0
0.0 0.0 0.0
0.0 0.0 0.0
0.1 0.1 0.1
0.2 -0.1 0.1
0.0 0.1 0.0
0.1 0.0 -0.2
0.0 0.0 0.0
-0.1 0.0 0.0
0.1 -0.1 0.0
-0.2 -0.1 -0.1
0.0 0.0 0.0
0.0 0.0 0.1
-0.1 -0.1 0.0
0.1 -0.1 -0.1
0.3 0.2 0.1
0.0 0.1 -0.1
-0.1 0.7 -0.5
0.0 0.1 0.1
0.3 -0.1 0.1
0.5 0.7 0.0
0.1 0.1 0.1
0.0 0.0 0.0
0.0 0.0 0.0
0.0 0.1 0.0
-0.1 0.0 0.0
-0.1 0.0 0.1
0.0 0.0 0.0
0.0 0.0 0.0
-0.1 0.0 0.0
0.0 0.0 0.1
0.0 0.0 0.0
0.0 0.0 0.0
-0.3 -0.2 0.0
0.0 0.0 0.0
0.1 1.0 0.7
0.0 0.0 0.0
0.0 0.0 -0.1
-0.5 -0.4 0.1
0.0 0.0 0.0
0.0 0.0 0.0
-0.1 0.0 0.0
0.0 0.0 -0.1
0.0 0.0 0.0
0.0 0.0 0.0
0.0 0.0 -0.1
0.1 -0.1 0.0
0.1 0.1 -0.1
0.0 0.0 -0.1
0.0 0.0 0.0
-0.1 0.0 -0.1
0.4 0.1 0.4
-0.1 0.1 0.2
0.0 0.0 0.0
0.0 0.0 0.0
0.2 -0.3 1.3
-0.2 -0.2 -0.2
-0.4 -0.2 -0.1
0.0 0.0 0.0
0.0 0.0 0.1
0.3 0.0 0.5
0.0 0.0 0.0
-0.1 -0.1 0.1
0.0 0.0 0.0
0.1 0.1 -0.2
-0.1 0.1 0.0
0.4 0.1 0.1
0.0 0.1 0.0
0.0 -0.1 -0.1
0.1 0.1 0.1
0.3 -0.5 -0.2
-0.1 0.2 -0.5
-0.2 -1.0 -1.8

The value obtained for the frontier orbital gap (alpha / beta) is 5.1 / 4.5 eV. The value obtained for the relative energy (zero: lowest compared OMol25 entry of this formula, charge and spin) is 15.5 kcal/mol. Its net charge is -1. The spin multiplicity is 2. The value obtained for the HOMO energy (alpha / beta) is -2.859 / -2.260 eV. The calculation puts the LUMO energy (alpha / beta) at 2.24 / 2.24 eV. For the total energy, the calculation gives -5978.89931 a.u.

These are the Mulliken partial charges, in e, on atoms 1 to 5:
1. C -0.957
2. C -0.126
3. H 0.462
4. N 0.237
5. H 0.474

---

C26H58InP4S | ωB97M-V/def2-TZVPD

Element x y z (Å)
C  -3.0252  0.2403  2.2919
C  3.9156  -3.3623  -0.1430
H  2.5655  -2.1907  4.6129
H  2.7070  1.0674  3.4729
P  1.4096  -0.9200  2.9204
H  -5.6519  2.3443  -0.4588
H  2.2943  0.1177  4.9375
C  -4.9818  2.6825  0.3434
H  -4.9368  1.0867  2.9903
C  -3.8539  1.2278  3.1114
H  3.6355  -1.9103  3.2064
H  -0.7363  -0.6643  4.0752
C  -0.2002  2.1380  -3.9374
H  5.4321  -1.4540  1.1302
C  4.8775  5.0168  -3.2815
H  1.0521  1.1460  4.1494
H  2.3589  -3.1695  3.1341
H  1.6822  1.8949  -0.7475
P  -3.0384  0.5161  0.4405
H  0.3438  -1.8195  4.9133
C  2.6180  -2.1748  3.5166
H  4.9211  -1.2630  -2.4245
H  -2.1462  -2.3665  -0.8096
H  -3.7170  2.2360  -2.0912
H  3.8318  -3.5824  0.9272
H  5.0103  3.5474  -0.1815
C  -0.0196  -1.4827  3.9327
C  1.9181  0.4952  3.9755
H  -5.3754  2.3390  1.3077
H  5.3215  5.8281  -3.8582
C  -5.7829  -0.3984  0.4220
H  1.7427  -4.6400  0.5410
H  -1.9542  0.4267  2.5007
C  -4.5163  -0.3941  -1.7764
H  1.5382  -3.5231  -2.2812
H  0.1546  -5.3430  0.1242
C  -3.3192  -1.2105  2.6840
C  -3.5255  2.2837  0.0989
H  -6.3379  0.4720  0.0491
H  5.0357  0.1821  0.4811
H  6.0931  5.3652  -1.5141
H  -1.9165  -4.1408  -0.7200
P  3.5938  -1.6005  -0.4408
H  0.0079  -2.7336  -2.7315
H  3.2339  -4.0019  -0.7136
H  4.9450  -3.5625  -0.4644
H  0.0071  -4.4509  -2.2278
H  -2.6332  -1.9122  2.1958
In  1.3580  -0.2856  0.1783
H  -5.1157  -1.2282  -2.1719
H  3.6415  -2.4785  -2.7115
C  0.6600  -4.4743  0.5746
C  3.7084  2.9529  -1.7971
H  -6.3724  -1.2920  0.1632
C  4.7052  3.7496  -1.2126
H  5.9120  -0.9836  -0.5310
H  -3.5295  -0.4423  -2.2599
H  2.5170  2.5424  -3.5406
C  3.8779  4.2145  -3.8576
C  3.3082  3.1692  -3.1258
H  -5.0358  3.7821  0.3515
H  -0.5032  1.2073  -3.4350
H  -0.5322  -2.3187  3.4437
H  -5.0181  0.5421  -2.0639
H  -3.1224  3.7681  -1.4249
C  5.2988  4.7685  -1.9677
C  0.1275  3.2102  -3.1993
C  5.1352  -0.8830  0.2399
H  -5.7343  -0.3428  1.5165
H  -1.9985  -3.1697  0.7736
H  -2.0419  2.3664  -1.5133
C  -1.6464  -3.1771  -0.2640
S  3.0541  1.5766  -0.8611
P  0.1726  -2.9382  -0.3229
C  3.8665  -1.5072  -2.2549
H  0.6980  4.0418  -3.6376
C  -3.0749  2.6764  -1.3166
H  -0.1580  2.1559  -5.0352
C  -4.4145  -0.5392  -0.2481
H  -4.0491  -1.5629  -0.0437
C  0.4664  -3.4677  -2.0568
H  -3.1934  -1.3259  3.7686
H  3.2460  -0.7321  -2.7238
H  -2.9016  2.8423  0.8181
H  -0.2000  3.3553  -2.1708
H  -4.3451  -1.4972  2.4304
H  -3.6300  1.0614  4.1735
H  0.3550  -4.3934  1.6272
H  3.5381  4.4043  -4.8757
H  -3.6081  2.2700  2.8809

Force components x, y, z for each atom (eV/Å):
1.1 -0.3 -0.2
-0.3 -0.2 0.3
0.0 0.0 -0.3
-0.1 0.0 0.3
0.3 0.1 1.8
0.3 0.1 0.2
-0.2 0.1 -0.3
-0.6 -0.2 0.2
0.4 0.0 0.0
-0.2 0.4 0.1
-0.2 -0.1 0.1
0.2 -0.2 0.0
0.2 0.4 0.6
0.0 0.3 -0.2
-0.2 -0.4 0.3
0.3 -0.1 0.0
0.1 0.2 0.1
1.2 0.3 -0.3
-3.3 0.6 0.9
0.0 0.2 -0.3
0.2 -0.1 -0.7
-0.2 -0.1 -0.1
0.1 -0.2 0.0
0.2 0.2 0.3
0.0 -0.1 -0.2
0.0 0.2 -0.4
-0.5 -0.1 -0.6
0.1 0.3 -0.5
0.1 0.1 -0.4
-0.1 -0.2 0.2
-0.4 0.3 0.3
-0.4 0.0 0.1
-0.3 0.1 0.2
-0.1 -0.1 -0.1
-0.3 0.0 0.0
0.1 0.4 0.1
0.0 -0.2 -0.2
1.3 0.4 -0.1
0.3 -0.3 0.2
0.1 -0.3 0.0
-0.3 -0.1 -0.2
0.1 0.3 0.1
1.0 0.0 -0.7
0.1 -0.2 0.0
0.2 0.1 0.1
-0.2 0.0 0.0
0.1 0.3 0.1
-0.2 0.1 0.1
-0.3 -2.1 0.8
0.1 0.3 0.1
0.1 0.2 0.1
0.3 0.2 0.4
0.5 0.8 -0.7
0.3 0.2 0.1
-0.2 -0.3 0.0
-0.2 -0.1 0.3
-0.3 0.1 0.0
0.5 0.2 0.0
0.1 0.0 0.4
0.0 -0.1 0.3
0.2 -0.3 0.0
-0.5 0.5 -0.4
0.0 0.1 0.2
0.2 -0.4 0.1
0.0 -0.3 0.0
-0.2 -0.1 -0.1
-0.1 0.0 -0.9
0.0 0.3 0.2
-0.1 0.0 -0.3
0.1 -0.1 -0.2
-0.2 0.1 0.0
-0.1 0.4 0.1
-1.0 0.8 0.0
-0.5 -1.1 -0.5
-0.4 0.2 -0.2
-0.8 -0.1 0.1
0.1 0.1 -0.2
0.5 -0.3 0.6
1.0 -0.9 -0.7
-0.2 0.3 0.0
0.1 0.4 -0.1
-0.1 0.1 -0.3
0.2 -0.2 0.1
-0.1 -0.1 -0.2
0.6 -0.4 0.1
0.3 0.0 0.1
0.0 0.0 -0.2
0.1 -0.1 -0.2
0.1 -0.1 0.3
-0.1 -0.2 0.1

The value obtained for the frontier orbital gap (alpha / beta) is 5.0 / 4.7 eV. The value obtained for the relative energy (zero: lowest compared OMol25 entry of this formula, charge and spin) is 68.5 kcal/mol. Its net charge is +3. The value obtained for the HOMO energy (alpha / beta) is -15.875 / -15.875 eV. The calculation puts the LUMO energy (alpha / beta) at -10.89 / -11.18 eV. For the total energy, the calculation gives -2978.16674 a.u.

These are the Mulliken partial charges, in e, on atoms 1 to 5:
1. C 1.082
2. C -1.463
3. H 0.565
4. H 0.354
5. P 0.619